12
Properties=species:S:1:pos:R:3:mulliken_charge:R:1 method="wB97M-V/def2-TZVPD" energy_ev=-16321.9409 homo_energy_ev=-13.4 relative_energy_kcal_mol=0.00 homo_lumo_gap_ev=9.0 charge=+1 lumo_energy_ev=-4.36 fmax_ev_per_a=3.0
C 2.7088 1.5180 -0.0474 0.10
C 1.6389 0.9698 0.0340 -0.66
C 0.4339 0.2509 -0.0171 0.37
N -0.8678 0.7082 -0.0024 -0.08
C -1.7334 -0.3738 -0.0005 -0.17
I -3.8384 0.0756 -0.0100 0.25
C -0.9845 -1.4759 -0.0072 -0.20
N 0.3318 -1.0621 -0.0279 -0.01
H 3.6903 1.8520 0.1147 0.46
H -1.0663 1.6889 -0.1450 0.24
H -1.4054 -2.4349 0.0266 0.45
H 1.0921 -1.7167 0.0822 0.25